No. 1
Computed, not measured: C49H85Br2N2O4P2S2Si2V as an isolated structure, with ωB97M-V/def2-TZVPD.

As for the expectation value of S²: 3.761. For the LUMO energy (spin up / spin down), the calculation gives 2.191 / 2.191 eV. The net charge is -1. For the energy above the lowest of the compared OMol25 structures with the same formula, charge and spin, the calculation gives 267.3 kJ/mol. Its multiplicity is 4.

CARTESIAN COORDINATES (ANGSTROEM)
V -0.25180 -0.47812 -0.35972
C -2.47384 -0.30079 3.68301
P -2.23990 0.07078 1.87616
C -3.93970 -0.40816 1.31472
C -2.52973 1.90181 1.96669
C -2.38181 2.50226 0.57852
P -0.63702 2.29469 -0.00559
C 0.06198 3.79183 0.84233
C -0.85644 2.99425 -1.70249
H -3.37376 0.17590 4.07505
H -1.60062 0.06013 4.22292
H -2.54527 -1.37938 3.82016
H -4.69310 0.16937 1.85252
H -4.09872 -1.46883 1.49052
H -4.02881 -0.22034 0.24419
H -1.77686 2.30848 2.64493
H -3.52288 2.11331 2.38143
H -2.65017 3.56505 0.57705
H -3.03042 1.98036 -0.13027
H -0.43879 4.70921 0.52410
H 1.12639 3.86515 0.64221
H -0.06343 3.66438 1.91493
H -1.10772 4.05474 -1.66265
H -1.65828 2.43907 -2.18943
H 0.05605 2.84106 -2.27609
C 7.04249 -3.91047 -1.61455
C 5.73632 -3.44749 -1.03689
C 5.30419 -3.85715 0.22211
C 4.08800 -3.43379 0.72358
C 3.28919 -2.57955 -0.02837
C 3.70137 -2.17302 -1.29187
C 4.91182 -2.60339 -1.78858
S 1.59756 -2.24462 0.45163
O 1.31795 -3.10089 1.58759
O 0.84832 -2.51960 -0.75847
N 1.29231 -0.71653 0.76868
C 1.60255 -0.14842 1.94798
C 2.73033 -0.54507 2.70361
C 2.99998 0.08489 3.89230
C 2.15945 1.11434 4.31809
C 1.08924 1.44247 3.50960
N 0.79851 0.85088 2.36496
H 7.63765 -4.43241 -0.86818
H 7.61014 -3.05649 -1.98517
H 6.87167 -4.58051 -2.45933
H 5.92569 -4.52010 0.80930
H 3.72198 -3.77539 1.67965
H 3.02879 -1.56289 -1.87726
H 5.22613 -2.30124 -2.77780
H 3.36237 -1.33717 2.32796
H 3.85807 -0.21262 4.48221
H 2.33272 1.62802 5.25138
H 0.40516 2.22706 3.81674
O -3.76721 0.43840 -1.82713
C -2.63247 -0.06208 -1.95212
O -1.76931 -0.10937 -1.01094
C -2.21480 -0.65196 -3.24889
C -3.21957 -1.05718 -4.12597
C -2.92020 -1.56859 -5.37149
C -1.59073 -1.67765 -5.75773
C -0.58241 -1.28159 -4.90315
C -0.86434 -0.76625 -3.63387
S 0.46685 -0.17493 -2.68198
H -4.24137 -0.94803 -3.79063
H -3.71130 -1.88252 -6.03860
H -1.34848 -2.07220 -6.73665
H 0.45069 -1.36207 -5.21180
C 0.09916 -5.61380 -1.05736
C -1.36815 -6.01368 -0.87031
C -2.12476 -5.43755 -2.06967
C -1.46814 -7.54191 -0.91901
Si -2.07961 -5.28224 0.79840
Br -1.73028 -3.01309 0.75052
C -1.18653 -5.93934 2.42119
C -1.82344 -7.23801 2.92987
C 0.30141 -6.20918 2.18458
C -1.24590 -4.87429 3.52089
C -4.05711 -5.34385 0.93387
C -4.61808 -6.75848 0.76116
C -4.72260 -4.45278 -0.12406
C -4.51016 -4.81083 2.29971
H 0.44010 -5.91824 -2.04762
H 0.75303 -6.08340 -0.33290
H 0.23391 -4.53883 -0.98735
H -1.62539 -5.72722 -2.99437
H -2.14297 -4.35141 -2.03114
H -3.14418 -5.80798 -2.11732
H -1.02615 -7.91155 -1.84445
H -2.50335 -7.87068 -0.88515
H -0.94099 -7.99947 -0.08497
H -1.83260 -8.00198 2.15390
H -2.84248 -7.07601 3.26797
H -1.25151 -7.62354 3.77392
H 0.45739 -7.01506 1.47190
H 0.76834 -6.51216 3.12338
H 0.80207 -5.30738 1.83959
H -2.25939 -4.54359 3.72221
H -0.65244 -4.01351 3.22460
H -0.82617 -5.27288 4.44555
H -4.41108 -7.13490 -0.23654
H -5.70041 -6.74453 0.89675
H -4.19560 -7.44982 1.48377
H -4.61591 -4.86795 -1.11994
H -4.30264 -3.45191 -0.12425
H -5.78932 -4.37126 0.08588
H -4.19498 -5.46039 3.11177
H -5.59867 -4.75223 2.33029
H -4.11571 -3.81207 2.46558
C 3.17699 1.58022 -4.58871
C 4.50301 1.92169 -3.90122
C 5.15965 0.58572 -3.54648
C 5.40740 2.64112 -4.90823
Si 4.20300 2.97943 -2.28063
Br 2.56973 1.87284 -1.03614
C 3.53329 4.79316 -2.66225
C 4.67213 5.75987 -3.00403
C 2.55459 4.80396 -3.83965
C 2.75356 5.34561 -1.46660
C 5.71807 2.98071 -1.01967
C 7.04025 3.35175 -1.69609
C 5.88156 1.60431 -0.36763
C 5.46491 3.96743 0.12389
H 3.36716 0.91818 -5.43387
H 2.67806 2.46076 -4.97390
H 2.49242 1.06823 -3.91636
H 5.19255 -0.05320 -4.42948
H 4.58572 0.07259 -2.78156
H 6.18119 0.71912 -3.19949
H 5.61157 1.98479 -5.75454
H 6.35844 2.91791 -4.45977
H 4.93441 3.54089 -5.29203
H 5.27318 5.38378 -3.82731
H 5.32272 5.92237 -2.15055
H 4.25959 6.72492 -3.29840
H 3.05279 4.57879 -4.77752
H 2.11263 5.79602 -3.93330
H 1.74758 4.09573 -3.67993
H 3.35678 5.39293 -0.56897
H 1.89034 4.72033 -1.26586
H 2.40200 6.35262 -1.68991
H 7.32848 2.59774 -2.42332
H 7.83329 3.41664 -0.95069
H 6.97265 4.31154 -2.20022
H 6.10266 0.83064 -1.09321
H 4.98054 1.31872 0.16572
H 6.70022 1.63319 0.35116
H 5.46635 4.99601 -0.22481
H 6.25041 3.87295 0.87401
H 4.51384 3.75227 0.60313

Atomic partial charges in e from the Mulliken method, atoms 1 to 2: V 0.313; C -1.490

***

No. 2
Computed, not measured: C49H87ClFeN12O5 as an isolated structure, with ωB97M-V/def2-TZVPD.

As for the expectation value of S²: 8.768. For the LUMO energy (spin up / spin down), the calculation gives -1.712 / -4.421 eV. The net charge is +1. For the energy above the lowest of the compared OMol25 structures with the same formula, charge and spin, the calculation gives 0.0 kJ/mol. Its multiplicity is 6.

CARTESIAN COORDINATES (ANGSTROEM)
Fe 2.71956 0.35414 1.48753
Cl -0.54423 0.21081 -0.07401
O -1.36821 1.00616 0.74031
O -0.60194 -1.19496 0.18059
O -0.85085 0.46278 -1.43346
O 0.81882 0.56557 0.19044
C 5.60402 0.03882 3.21608
O 4.30721 0.12463 2.64219
H 6.28713 0.70482 2.68891
H 5.63220 0.30327 4.27313
H 5.93436 -0.98774 3.05747
C -1.61148 0.51305 4.72127
C -1.83722 -0.92317 4.32484
C -0.54775 -1.75457 4.29910
C 0.52487 -1.13212 3.49877
N 1.37994 -0.61057 2.89850
H -0.92185 1.00984 4.03884
H -1.15868 0.69356 5.69620
H -2.53649 1.08758 4.67270
H -2.19770 -1.01320 3.30012
H -2.56094 -1.39947 4.98626
H -0.78749 -2.68661 3.78732
H -0.17091 -1.93952 5.30503
C 7.32723 2.81096 -0.74952
C 6.39465 2.83669 -1.97871
C 4.92512 3.22816 -1.56473
C 4.21174 2.29380 -0.72002
N 3.64338 1.51476 0.01179
H 8.20742 2.19338 -0.92829
H 6.79692 2.39500 0.10713
H 7.65989 3.83407 -0.57431
H 6.31994 1.81994 -2.36439
H 6.77830 3.51278 -2.74279
H 4.30833 3.25651 -2.46299
H 4.86275 4.15652 -0.99697
C -6.97310 1.75169 2.24439
C -5.84542 2.36748 3.09967
C -4.45947 2.46266 2.41029
C -4.46813 3.44205 1.28995
N -4.44183 4.20320 0.40494
H -6.69541 0.77278 1.85360
H -7.05856 2.38054 1.35820
H -7.94013 1.85483 2.73664
H -5.67450 1.67111 3.92062
H -6.19184 3.30293 3.53904
H -4.16462 1.47220 2.06368
H -3.74887 2.85260 3.13905
C -6.17055 1.20154 -3.38183
C -5.18504 2.39571 -3.14073
C -3.75236 2.05370 -2.94190
C -3.19691 1.21842 -4.00212
N -2.79276 0.54759 -4.84950
H -5.98202 0.57724 -4.25522
H -7.17410 1.59771 -3.53689
H -6.26866 0.53010 -2.52881
H -5.46527 3.03779 -2.30568
H -5.15191 3.04895 -4.01268
H -3.68591 1.39562 -2.07551
H -3.17464 2.96993 -2.81997
C -0.00990 -5.27202 -0.13770
C -0.45669 -4.87694 1.35144
C -1.81828 -5.50449 1.85717
C -2.01986 -6.95861 1.67980
N -2.17838 -8.08837 1.52070
H 0.03020 -6.35189 -0.28046
H 0.90200 -4.75849 -0.44239
H -0.76520 -4.89565 -0.82761
H -0.44676 -3.79319 1.46762
H 0.33748 -5.16801 2.03895
H -2.61665 -5.05672 1.26540
H -1.98404 -5.20081 2.89081
C -0.75466 6.84756 -1.42389
C -1.44844 5.51854 -1.57455
C -1.03067 4.36384 -0.57958
C 0.31980 3.93286 -0.88155
N 1.42258 3.62883 -1.05780
H 0.32666 6.76329 -1.31547
H -1.12250 7.23716 -0.47468
H -0.96604 7.61170 -2.17189
H -1.34417 5.16784 -2.60131
H -2.51583 5.73922 -1.56626
H -1.67651 3.49872 -0.72975
H -1.04016 4.73139 0.44654
C 6.18661 -4.51903 3.08914
C 5.23206 -5.45464 3.87012
C 3.92828 -5.66354 3.11989
C 3.16115 -4.44300 2.75013
N 2.56840 -3.49098 2.44886
H 7.16076 -4.54462 3.57748
H 5.83121 -3.48944 3.13092
H 6.30824 -4.84323 2.05560
H 4.91457 -5.08904 4.84666
H 5.77922 -6.39604 3.91992
H 3.23829 -6.32195 3.64763
H 4.11833 -6.11741 2.14727
C -1.93441 -3.74966 -4.09106
C -0.92851 -2.86825 -3.29386
C -0.11750 -1.88106 -4.15434
C 1.10440 -1.39592 -3.39487
N 2.05064 -0.99016 -2.84344
H -1.35875 -4.21870 -4.88900
H -2.64547 -3.06442 -4.55251
H -2.43045 -4.48062 -3.45251
H -0.19674 -3.47088 -2.75586
H -1.44404 -2.33070 -2.49802
H -0.67591 -0.95762 -4.30774
H 0.24942 -2.27052 -5.10397
C -4.20438 -1.20022 0.26952
C -5.63129 -1.43219 -0.31496
C -5.60678 -2.27861 -1.60422
C -4.80214 -3.49712 -1.51542
N -4.20048 -4.50209 -1.40479
H -3.67855 -2.09764 0.59548
H -4.34264 -0.49133 1.08589
H -3.61573 -0.87864 -0.58965
H -6.14903 -0.50954 -0.57718
H -6.23651 -1.92086 0.44858
H -5.21302 -1.69564 -2.43680
H -6.65753 -2.52535 -1.75638
C -1.30503 4.02435 3.43155
C -0.05874 4.90426 3.20968
C 1.23301 4.30115 3.81757
C 1.61751 3.05760 3.12238
N 1.95807 2.06666 2.59929
H -2.19177 4.58101 3.12838
H -1.41665 3.84047 4.50011
H -1.39516 3.09122 2.87546
H -0.27096 5.86703 3.67457
H 0.05781 5.07635 2.13968
H 1.12368 4.14037 4.89008
H 2.12063 4.90907 3.64244
C 2.56477 2.31869 -4.53898
C 1.01438 2.08183 -4.49241
C 0.24368 3.08195 -5.31471
C 0.36973 4.44781 -4.87286
N 0.44438 5.53087 -4.47051
H 3.12268 2.15232 -5.46048
H 3.07460 1.63192 -3.86332
H 2.71946 3.30280 -4.09662
H 0.69693 2.13111 -3.45082
H 0.78090 1.04914 -4.75150
H -0.82393 2.87019 -5.37372
H 0.55703 3.15793 -6.35593
C 5.88157 -3.98236 -0.53342
C 4.41642 -4.46778 -0.81970
C 3.50480 -3.35891 -1.34598
C 3.23183 -2.26554 -0.39534
N 3.03682 -1.43687 0.39714
H 6.48215 -4.86670 -0.32047
H 5.87861 -3.12259 0.13656
H 6.25297 -3.59985 -1.48413
H 3.94879 -4.94282 0.04271
H 4.43356 -5.26718 -1.56050
H 2.55841 -3.85906 -1.55163
H 3.94457 -2.87534 -2.21825

Atomic partial charges in e from the Mulliken method, atoms 1 to 2: Fe 1.692; Cl -1.665